Computed, not measured: C35H95N8O9Pd as an isolated structure at a distorted geometry, with ωB97M-V/def2-TZVPD.

Structure (XYZ):
```
148
Properties=species:S:1:pos:R:3
C 0.21285 -0.49728 -5.70433
C -0.13582 -1.76522 4.05243
H 2.58372 -2.18644 -2.63791
C -1.31707 -3.91047 -0.95453
C 3.77688 2.30462 -2.04859
O -4.94201 -0.07098 3.34336
H -4.62014 -1.30987 -4.01228
C 1.04730 6.51942 -1.15977
N -2.53969 -1.92326 3.74740
H -0.07651 -2.57041 4.78529
C -5.27106 -0.57216 2.04630
O 4.44325 -2.18824 2.35595
C -1.03901 4.57560 2.78751
H -2.81885 -5.05107 0.07047
C -3.85508 0.63082 -5.45074
H 5.01839 1.04041 -3.27836
H 2.75276 -1.89388 1.16077
C 6.28539 -4.35701 3.14505
H -0.28649 -4.14365 1.41417
O 0.87223 5.33149 -0.40246
H 0.17268 -0.64496 -3.60700
H -2.38154 0.81845 3.48703
C 4.71128 2.08868 -3.23285
H 2.17085 -0.14678 -0.62140
H 0.93873 -1.15776 0.02682
H 7.32937 -4.02060 3.06688
C 1.11080 -0.39656 -0.74189
H -6.31703 -1.10092 4.43221
H -3.32269 0.08044 1.39183
C -0.27943 4.30743 1.49592
H -0.65857 1.42116 -4.11591
H 3.08448 3.98490 -2.93849
H 7.38657 -4.35230 0.76328
H 5.59657 2.72503 -3.20970
H 0.45128 -7.64467 1.48294
H -0.59084 1.02343 5.77951
H 4.97908 -2.73115 0.40195
H -3.26322 1.41593 -2.13285
N -2.81715 -3.08418 0.82884
H -2.29568 -2.29634 2.82922
H -0.70650 -4.73817 -1.32926
H 1.30922 -2.64399 -3.79748
H -5.73954 0.44460 5.14621
H -0.00116 -2.17587 3.04855
C -1.21296 0.48879 -0.59810
H 0.92188 -0.89225 -1.69463
H -1.90657 5.21609 2.61147
C 3.80106 1.24482 1.51563
H 4.66725 -4.80717 1.88719
O 2.81124 -1.37760 -4.50262
H 0.64936 6.26668 1.44698
N 6.49972 -4.84484 0.79533
H -1.11533 3.92860 -3.15808
H -5.05733 -1.64647 2.00869
H -1.11708 2.51438 5.03565
H 3.82127 0.17599 1.28957
H 0.58500 2.22610 5.18323
H -4.40841 2.22122 -3.20868
H -1.84982 -3.44347 -1.78089
H -0.52833 -6.98541 2.85698
O 3.43503 1.95398 0.35323
H -4.87220 1.03421 -5.48280
H -5.78773 1.78155 0.70128
H 4.21047 4.22641 -1.78588
H -3.96493 0.21861 -0.87999
C 0.09815 5.61726 0.75355
O -0.73623 -6.09373 0.97273
C -4.36148 0.15997 1.07681
H 5.28065 2.36987 -0.37343
H 1.78740 6.34383 -1.93756
H -1.65763 -0.82149 5.23719
H 0.38922 0.90708 0.70459
C -2.09183 -4.26636 0.30004
H 1.47906 3.88721 2.45432
H 0.12688 6.88017 -1.62382
H -3.76096 -3.45157 0.75593
H -3.91395 -0.32064 -5.99064
H -0.86928 -0.62970 -5.60570
C -1.42889 0.28520 3.36687
C 0.25417 0.82193 -0.38989
C -4.74450 1.64186 0.98312
H -1.30074 0.08826 2.29934
H -4.63943 2.05485 1.99389
C 0.03234 -6.75520 1.94607
H 0.88181 -6.14262 2.28155
H 4.71185 1.60639 1.99312
H 2.68787 0.67473 -4.70217
H 1.41766 7.35558 -0.55884
H -1.65699 -4.82581 2.35525
H -3.15640 1.23517 -6.02174
H 5.84616 -3.82617 3.98552
H -1.86306 1.27941 -0.19770
O -0.33149 1.13619 3.69958
H -4.02259 -0.94621 -2.54973
H 0.48459 2.59077 2.15862
C 2.22872 -0.16040 -4.16277
H 6.47787 -5.38739 3.46071
C -1.16298 -4.80938 1.38022
C -3.52988 0.37922 -3.97955
H -1.43915 3.67010 3.24469
H 0.33623 0.25666 -6.48175
H 4.69180 0.80963 -0.84497
H 6.23336 -2.14541 1.41633
H -3.43311 -1.43913 3.66946
H 2.81063 -3.40224 -3.94861
H -4.06616 2.16078 0.30559
H -0.83655 6.11773 0.48884
H 2.91359 1.65507 -2.21752
H -2.10449 3.39225 -1.78590
H -2.80593 4.34663 -3.18912
H -2.84943 -2.24128 0.26798
O 0.59978 2.02870 -0.95502
H 2.47680 0.14443 -3.12870
H 6.13210 -4.74961 -0.14704
C 2.38291 -2.43623 -3.68485
H 3.03862 1.26939 2.29787
N 0.35817 1.37164 -4.14196
H -1.50991 0.45943 -1.65317
C -2.10446 3.57321 -2.86299
C 5.60673 -4.26421 1.78345
H 2.48648 -1.90162 2.87793
N 3.33538 3.74113 -1.98371
H 0.68855 -1.08259 4.25994
H 0.64603 -1.45140 -5.99979
C -0.35702 1.72175 4.97564
H -2.52190 -0.06305 -3.99010
C 5.34860 -2.78650 1.43956
Pd 1.99585 3.44553 -0.18266
N 0.88638 3.43995 1.75831
H 0.68450 1.76289 -3.26196
N -4.48604 -0.54235 -3.36002
H -0.91652 3.76927 0.78708
H -6.93055 0.43745 3.80731
C 3.06004 -2.38379 2.09163
C -3.46433 1.67094 -3.18152
C 4.37948 1.85331 -0.72890
H -1.57669 -0.42926 -0.13614
H -0.37031 5.06711 3.49851
H -5.39832 -0.36125 -0.69949
N -4.47618 -0.42061 -0.27231
H 2.86626 -3.45377 2.00874
H 4.16664 2.23996 -4.16618
O -2.32641 2.40429 -3.62175
C -1.46530 -1.03470 4.18242
C 0.71930 -0.03589 -4.34272
H -0.50812 -3.21892 -0.66829
H -6.33975 -0.42632 1.86746
C -6.05391 -0.05585 4.23524
```

The calculation puts the orbital gap (spin up / spin down) at 8.22 / 6.73 eV. The value obtained for the maximum force is 2.14 eV Å⁻¹. The relative energy (zero: lowest compared OMol25 entry of this formula, charge and spin) is 0.154 eV. Its charge is +1. The HOMO energy (spin up / spin down) comes out at -10.444 / -10.444 eV. As for the spin multiplicity: 3.

Here are the Löwdin charges for atoms 1 to 99, given in e: -0.035, -0.054, 0.081, -0.058, -0.415, -0.249, 0.079, -0.075, 0.066, 0.088, -0.190, -0.207, -0.035, 0.142, -0.051, 0.095, 0.058, -0.067, 0.113, -0.293, 0.107, 0.119, -0.042, 0.063, 0.068, 0.079, -0.043, 0.096, 0.095, -0.391, 0.043, 0.105, 0.074, 0.091, 0.090, 0.089, 0.116, 0.071, 0.052, 0.024, 0.082, 0.087, 0.090, 0.065, -0.044, 0.053, 0.092, -0.060, 0.132, -0.151, 0.139, 0.035, 0.088, 0.116, 0.079, 0.077, 0.091, 0.140, 0.074, 0.090, -0.325, 0.086, 0.088, 0.102, 0.013, -0.174, -0.183, -0.418, 0.143, 0.086, 0.129, 0.111, -0.405, 0.108, 0.102, 0.077, 0.078, 0.063, -0.170, -0.546, -0.043, 0.104, 0.077, -0.111, 0.080, 0.107, 0.121, 0.100, 0.127, 0.081, 0.077, 0.066, -0.238, 0.045, 0.073, -0.233, 0.080, -0.216, -0.446